(1)
C5H12N2 | the ωB97M-V functional and the def2-TZVPD basis

Properties
Multiplicity: 1
SMILES: CCCC/N=C\N
Relative energy (zero: lowest compared OMol25 entry of this formula, charge and spin): 12.4 kcal/mol
Calculated total energy: -8359.5993 eV

```
19
Properties=species:S:1:pos:R:3:nbo_charge:R:1
C -2.316 -0.976 -1.305 -0.611
C -2.322 0.346 -0.518 -0.394
C -1.301 0.361 0.612 -0.394
C 0.114 0.013 0.159 -0.267
N 2.815 -0.261 -0.352 -0.835
C 2.313 0.310 0.805 0.276
N 1.099 0.488 1.118 -0.479
H -2.150 -1.833 -0.645 0.198
H -1.515 -0.991 -2.041 0.197
H -3.249 -1.161 -1.841 0.210
H -3.300 0.386 -0.030 0.199
H -2.264 1.178 -1.223 0.199
H -1.310 1.325 1.119 0.217
H -1.617 -0.388 1.335 0.196
H 0.205 -1.083 0.089 0.174
H 0.319 0.377 -0.863 0.177
H 2.227 -0.919 -0.839 0.386
H 3.776 -0.558 -0.287 0.385
H 3.075 0.671 1.490 0.165
```


(2)
C5H12N2 | the ωB97M-V functional and the def2-TZVPD basis

Properties
Multiplicity: 1
SMILES: C=C(N)C[C@H](C)N
Relative energy (zero: lowest compared OMol25 entry of this formula, charge and spin): 45.6 kcal/mol
Calculated total energy: -8358.1578 eV

```
19
Properties=species:S:1:pos:R:3:nbo_charge:R:1
C 0.437 -1.482 -0.721 -0.647
C 0.530 0.038 -1.021 -0.027
C 0.403 0.879 0.288 -0.465
C -0.820 0.539 1.066 0.209
C -0.727 -0.316 2.140 -0.542
N -2.004 1.238 0.778 -0.822
N 1.864 0.496 -1.601 -0.825
H 0.910 -2.008 -1.625 0.204
H -0.495 -1.974 -0.306 0.246
H 1.199 -1.682 0.043 0.209
H -0.395 0.321 -1.698 0.159
H 0.402 2.002 0.080 0.213
H 1.363 0.725 0.786 0.237
H -1.583 -0.856 2.492 0.184
H 0.132 -0.989 2.385 0.206
H -2.775 0.819 1.317 0.371
H -2.407 1.404 -0.147 0.384
H 1.733 1.179 -2.212 0.352
H 2.232 -0.334 -2.046 0.352
```


(3)
C5H12N2 | the ωB97M-V functional and the def2-TZVPD basis

Properties
Multiplicity: 1
SMILES: C=NCC[C@@H](C)N
Relative energy (zero: lowest compared OMol25 entry of this formula, charge and spin): 35.5 kcal/mol
Calculated total energy: -8358.5972 eV

```
19
Properties=species:S:1:pos:R:3:nbo_charge:R:1
C -1.499 -1.988 -0.668 -0.615
C -1.097 -0.636 -0.106 -0.051
C 0.420 -0.357 -0.224 -0.418
C 0.713 1.077 -0.623 -0.258
C 2.354 2.470 0.458 -0.078
N 2.051 1.404 -0.140 -0.387
N -1.542 -0.512 1.307 -0.830
H -2.532 -2.198 -0.361 0.210
H -0.947 -2.803 -0.187 0.199
H -1.453 -2.060 -1.749 0.217
H -1.670 0.102 -0.674 0.176
H 0.842 -0.610 0.750 0.207
H 0.920 -1.073 -0.884 0.215
H 0.871 1.259 -1.685 0.218
H -0.030 1.716 -0.131 0.170
H 1.657 3.279 0.701 0.146
H 3.405 2.491 0.709 0.178
H -0.762 -0.122 1.820 0.349
H -1.701 -1.438 1.688 0.352
```


(4)
C5H12N2 | the ωB97M-V functional and the def2-TZVPD basis

Properties
Multiplicity: 1
SMILES: CN/C=C/CCN
Relative energy (zero: lowest compared OMol25 entry of this formula, charge and spin): 47.4 kcal/mol
Calculated total energy: -8358.0816 eV

```
19
Properties=species:S:1:pos:R:3:nbo_charge:R:1
C -0.268 1.603 -1.576 -0.206
C 0.810 1.709 -0.492 -0.442
C 0.733 0.746 0.677 -0.282
C 0.486 -0.581 0.528 -0.024
N 0.055 -1.439 1.502 -0.624
C 0.143 -2.869 1.184 -0.402
N -1.609 1.588 -0.995 -0.856
H -0.103 0.619 -2.041 0.153
H -0.166 2.327 -2.383 0.194
H 0.590 2.676 -0.014 0.214
H 1.799 1.615 -0.948 0.204
H 0.800 1.161 1.678 0.189
H 0.942 -0.940 -0.388 0.188
H -0.457 -1.159 2.310 0.396
H -0.093 -3.473 2.064 0.204
H 1.168 -2.986 0.811 0.196
H -0.591 -3.149 0.422 0.179
H -2.386 1.924 -1.554 0.361
H -1.852 0.629 -0.784 0.357
```


(5)
C5H12N2 | the ωB97M-V functional and the def2-TZVPD basis

Properties
Multiplicity: 1
Relative energy (zero: lowest compared OMol25 entry of this formula, charge and spin): 233.4 kcal/mol
Calculated total energy: -8350.0151 eV

```
19
Properties=species:S:1:pos:R:3:nbo_charge:R:1
C 0.050 1.105 -0.247 -0.210
C 1.146 1.755 -1.079 -0.636
C -2.045 -0.835 1.843 -0.208
C -0.997 -0.608 2.627 -0.491
N -0.600 -0.120 -0.819 -0.569
C 0.180 -1.340 -1.099 -0.150
N 1.276 -0.932 -1.881 -0.521
H -0.802 1.714 0.097 0.197
H 0.469 0.667 0.718 0.160
H 1.361 2.778 -0.806 0.219
H 0.974 1.488 -2.126 0.247
H -2.390 0.047 1.256 0.168
H -0.869 0.388 3.046 0.221
H -0.266 -1.396 2.834 0.214
H -1.316 -0.441 -0.153 0.370
H -0.527 -1.994 -1.665 0.260
H 0.324 -1.882 -0.167 0.187
H 2.110 -1.451 -1.611 0.322
H 1.921 1.059 -0.767 0.221
```


(6)
C5H12N2 | the ωB97M-V functional and the def2-TZVPD basis

Properties
Multiplicity: 1
SMILES: C=C(N)C[C@@H](C)N
Relative energy (zero: lowest compared OMol25 entry of this formula, charge and spin): 19.4 kcal/mol
Calculated total energy: -8359.2944 eV

```
19
Properties=species:S:1:pos:R:3:nbo_charge:R:1
C -0.018 1.663 0.733 -0.619
C -0.149 0.217 1.202 -0.040
C -0.402 -0.752 0.035 -0.464
C 0.453 -0.651 -1.209 0.203
C 0.112 0.094 -2.262 -0.532
N 1.582 -1.458 -1.162 -0.832
N -1.187 0.126 2.228 -0.821
H -0.259 2.323 1.568 0.222
H 0.968 1.901 0.352 0.221
H -0.769 1.857 -0.037 0.200
H 0.773 -0.075 1.711 0.177
H -0.355 -1.776 0.415 0.210
H -1.445 -0.690 -0.278 0.217
H 0.692 0.014 -3.175 0.191
H -0.687 0.816 -2.226 0.204
H 2.177 -1.553 -1.969 0.388
H 1.963 -1.622 -0.249 0.382
H -2.091 0.412 1.841 0.344
H -1.356 -0.844 2.481 0.350
```


(7)
C5H12N2 | the ωB97M-V functional and the def2-TZVPD basis

Properties
Multiplicity: 1
SMILES: [H]/N=C(/C)C(C)(C)N
Relative energy (zero: lowest compared OMol25 entry of this formula, charge and spin): 42.4 kcal/mol
Calculated total energy: -8358.2979 eV

```
19
Properties=species:S:1:pos:R:3:nbo_charge:R:1
C -0.438 0.244 -0.200 0.070
C -1.375 1.335 0.282 -0.627
C -1.169 -0.917 -0.847 -0.632
C 1.593 -1.330 0.382 -0.670
C 0.749 -0.106 0.690 0.339
N 0.721 0.938 -1.095 -0.869
N 0.867 0.355 1.922 -0.724
H 1.272 0.345 -1.708 0.385
H 1.119 1.789 -0.704 0.392
H 0.198 1.098 2.127 0.322
H -0.974 -1.862 -0.328 0.225
H -2.255 -0.783 -0.816 0.225
H -1.995 1.699 -0.545 0.228
H -2.030 0.943 1.069 0.224
H -0.847 2.198 0.697 0.214
H -0.867 -1.051 -1.890 0.227
H 1.581 -1.597 -0.676 0.197
H 2.623 -1.119 0.677 0.241
H 1.228 -2.179 0.965 0.233
```


(8)
C5H12N2 | the ωB97M-V functional and the def2-TZVPD basis

Properties
Multiplicity: 1
Relative energy (zero: lowest compared OMol25 entry of this formula, charge and spin): 121.4 kcal/mol
Calculated total energy: -8354.8733 eV

```
19
Properties=species:S:1:pos:R:3:nbo_charge:R:1
C -0.974 -1.083 0.847 -0.003
C 1.535 -0.111 0.033 -0.590
C 1.899 1.083 0.903 -0.619
N -1.461 0.143 0.396 -0.526
C -0.859 0.731 -0.655 0.136
N -1.006 -2.197 -0.028 -0.850
C -1.201 1.153 -1.848 -0.509
H -1.723 0.789 1.135 0.408
H -1.924 -2.609 -0.144 0.367
H -0.592 -1.986 -0.929 0.371
H -1.272 -1.310 1.865 0.187
H 0.487 -0.661 0.552 0.206
H 1.608 0.122 -1.024 0.208
H 2.195 -0.963 0.223 0.202
H -2.222 1.115 -2.224 0.198
H -0.463 1.609 -2.497 0.212
H 1.309 1.956 0.623 0.205
H 1.707 0.878 1.959 0.196
H 2.958 1.342 0.812 0.202
```